1.
The following is a DFT calculation (ωB97M-V with the def2-TZVPD basis set) of the molecule C3H5N3.

```
11
Properties=species:S:1:pos:R:3:forces:R:3
N -1.8012 -0.2391 -0.0246 -0.24 -0.12 -0.18
C -0.4661 0.0956 -0.3975 0.29 -0.04 0.29
C 0.1253 1.3596 -0.0733 0.02 0.01 0.18
N 1.3884 1.2338 0.2265 -0.23 0.08 -0.10
N 1.7099 -0.0915 -0.0216 0.07 0.00 -0.17
C 0.5748 -0.7636 -0.4601 -0.14 0.00 0.27
H -1.6321 -0.4345 0.9661 -0.82 0.06 -0.19
H -2.0513 -1.1409 -0.4182 -0.17 0.08 -0.14
H -0.3795 2.3160 0.0051 0.08 -0.14 0.02
H 1.9315 -0.5109 0.8796 1.14 -0.06 -0.27
H 0.6004 -1.8244 -0.6819 0.00 0.13 0.29
```
Positions in Å, forces in eV/Å.

Computed properties:
Molar mass (g mol⁻¹): 83.09
SMILES string: Nc1cn[nH]c1
ΔE to the lowest compared entry with this formula, charge and spin (kcal/mol): 49.05
Spin multiplicity: 1
HOMO energy (eV): -8.921


2.
The following is a DFT calculation (ωB97M-V with the def2-TZVPD basis set) of a cluster of 2 separate species, C3H10NO in total.

```
15
Properties=species:S:1:pos:R:3:forces:R:3
C -2.3802 0.7667 -0.2022 0.61 -1.10 0.69
N -1.7097 -0.5615 -0.4502 0.64 -0.18 -0.91
H -1.6101 1.4943 -0.3727 0.06 0.53 0.00
H -2.6344 0.6866 0.8576 -0.31 0.64 -0.28
H -3.2225 0.8854 -0.8636 -0.25 0.00 0.00
H -1.4549 -0.7014 -1.4403 -0.52 -0.04 0.31
H -0.7852 -0.5797 0.0197 -0.35 0.42 0.34
H -2.2709 -1.3406 -0.1164 -0.07 -0.13 -0.19
C 2.6170 -0.2657 -0.3749 -0.99 -0.53 -0.70
C 1.6309 -0.4870 0.4968 0.51 0.27 -1.07
O 0.5975 0.4768 0.5911 0.39 -0.07 0.63
H 2.6758 0.6783 -0.9165 -0.17 -0.04 0.32
H 3.1861 -1.0573 -0.8624 0.39 0.03 1.01
H 1.4435 -1.3915 1.0787 0.19 0.19 -0.23
H 0.8346 1.1520 1.2388 -0.14 0.01 0.09
```
Positions in Å, forces in eV/Å.

Computed properties:
Molar mass (g mol⁻¹): 76.12
ΔE to the lowest compared entry with this formula, charge and spin (kcal/mol): 29.82
Spin multiplicity: 1
Total charge: +1
HOMO energy (eV): -13.732


3.
The following is a DFT calculation (ωB97M-V with the def2-TZVPD basis set) of the molecule C18H32N6O3.

```
59
Properties=species:S:1:pos:R:3:forces:R:3
C 6.1484 1.4427 -1.7043 -0.26 0.02 -0.04
C 4.6409 1.3994 -1.4953 0.16 0.02 0.25
C 4.2848 1.3449 -0.0067 0.23 -0.11 -0.37
N 2.8574 1.2968 0.2053 0.01 -0.01 0.01
C 2.1255 2.5278 0.3893 -0.20 0.15 0.35
C 2.0325 2.9246 1.8654 -0.08 0.13 -0.25
C 1.2665 4.2287 2.0413 0.15 -0.21 0.04
C 2.2159 0.1196 0.2347 -0.36 -0.30 0.01
N 0.9012 0.1224 0.4560 -0.09 0.38 0.06
C 0.3278 -1.0799 0.4628 0.47 -0.06 0.00
N -0.9886 -1.1163 0.7291 -0.14 0.17 0.01
C -1.7795 -2.3197 0.6193 -0.05 -0.44 -0.05
C -2.2279 -2.5521 -0.8311 0.07 0.14 0.22
C -3.0051 -1.3343 -1.3409 0.15 -0.08 -0.43
N -3.7885 -0.7583 -0.2654 0.15 0.00 -0.05
C -4.0113 0.5656 -0.1262 -0.01 0.06 -0.19
O -4.6013 1.0624 0.8064 -0.14 0.34 0.27
O -3.4909 1.2759 -1.1577 -0.02 -0.39 0.03
C -3.7117 2.6830 -1.1120 -0.20 0.51 0.14
C -5.0924 3.0543 -1.6337 0.30 -0.27 0.13
C -4.2181 -1.6743 0.7659 -0.17 -0.03 0.39
C -3.0075 -2.2241 1.5360 -0.07 0.05 -0.17
N 0.9596 -2.2398 0.2563 -0.13 -0.43 -0.05
C 2.2628 -2.1185 0.0580 -0.26 0.46 0.05
O 2.9110 -3.2663 -0.1427 -0.39 0.04 0.07
C 4.3045 -3.1620 -0.3545 0.49 0.01 -0.08
N 2.9474 -0.9896 0.0337 0.40 -0.30 -0.10
H 6.3863 1.4725 -2.7647 0.11 0.00 -0.07
H 6.5753 2.3251 -1.2321 0.12 0.08 0.04
H 6.6167 0.5620 -1.2711 0.12 -0.09 0.04
H 4.2231 0.5152 -1.9784 -0.08 0.01 -0.01
H 4.1792 2.2800 -1.9477 -0.08 -0.01 -0.02
H 4.7231 0.4462 0.4322 0.07 0.19 0.02
H 4.6813 2.2242 0.5075 -0.01 -0.03 0.04
H 2.6243 3.3154 -0.1820 -0.02 -0.02 -0.03
H 1.1180 2.3813 -0.0053 0.12 0.16 -0.03
H 3.0384 3.0281 2.2789 0.04 -0.07 0.02
H 1.5275 2.1210 2.4027 0.05 -0.06 0.02
H 0.2564 4.1299 1.6512 -0.15 0.05 -0.03
H 1.2040 4.4952 3.0933 -0.06 0.10 0.07
H 1.7618 5.0394 1.5106 0.01 0.14 -0.04
H -1.4578 -0.2257 0.7729 0.11 0.03 0.03
H -1.1210 -3.1377 0.9254 -0.21 0.10 -0.02
H -2.8438 -3.4510 -0.8668 -0.01 -0.08 -0.03
H -1.3516 -2.7153 -1.4572 -0.02 -0.07 -0.05
H -2.3165 -0.5723 -1.7094 -0.08 -0.16 0.00
H -3.6656 -1.6225 -2.1690 0.12 0.04 -0.01
H -3.5960 3.0295 -0.0797 0.07 -0.03 -0.20
H -2.9251 3.1097 -1.7386 -0.07 -0.05 0.11
H -5.2296 2.6714 -2.6422 -0.03 0.02 -0.11
H -5.1999 4.1352 -1.6443 -0.04 0.13 -0.02
H -5.8548 2.6296 -0.9856 -0.08 0.02 0.03
H -4.8911 -1.1326 1.4316 0.02 -0.16 -0.12
H -4.7730 -2.4894 0.2909 -0.02 0.03 0.04
H -3.2535 -3.2072 1.9364 0.01 -0.03 0.05
H -2.7674 -1.5700 2.3744 -0.01 -0.03 0.06
H 4.7965 -2.7214 0.5158 0.00 -0.06 -0.09
H 4.6576 -4.1786 -0.5149 -0.03 0.05 0.01
H 4.5189 -2.5409 -1.2272 0.03 -0.08 0.07
```
Positions in Å, forces in eV/Å.

Computed properties:
Molar mass (g mol⁻¹): 380.49
SMILES string: CCCN(CCC)c1nc(NC2CCN(C(=O)OCC)CC2)nc(OC)n1
ΔE to the lowest compared entry with this formula, charge and spin (kcal/mol): 0.00
Spin multiplicity: 1
HOMO energy (eV): -8.537


4.
The following is a DFT calculation (ωB97M-V with the def2-TZVPD basis set) of a cluster of 10 separate species, C28H60N4O20 in total.

```
112
Properties=species:S:1:pos:R:3:forces:R:3
C -2.7601 -2.5478 -3.9187 -0.89 0.65 0.24
N -2.8901 -1.4386 -2.8733 0.50 -1.05 2.03
O -2.2013 -1.5985 -1.8040 -1.83 0.85 -3.07
O -3.7129 -0.5616 -3.0764 1.39 -0.72 0.41
H -2.5813 -3.4884 -3.3978 0.52 0.37 -0.16
H -2.0485 -2.2167 -4.6750 0.33 -0.28 0.39
H -3.7343 -2.6131 -4.4034 0.03 0.17 0.10
C -1.6344 -2.3720 5.5153 -0.18 -0.50 0.82
N -1.2481 -3.3714 4.4808 1.03 0.22 -1.33
O -1.3182 -4.5542 4.6118 -1.00 -1.20 1.84
O -0.7419 -2.9336 3.4679 0.07 1.70 -0.73
H -2.2799 -1.6004 5.0956 0.17 -0.28 -0.19
H -0.7081 -1.9353 5.8886 -0.03 0.01 -0.25
H -2.1096 -2.9108 6.3351 -0.09 0.07 -0.21
C -0.2574 -0.7936 0.8232 0.30 -0.33 -0.82
N -0.7551 0.5297 1.3436 0.30 0.98 -0.10
O -0.0980 1.5459 1.0173 -1.16 -1.89 0.59
O -1.7780 0.5625 2.0147 1.07 -0.18 -0.61
H 0.0140 -1.5435 1.5662 -0.06 0.71 0.60
H 0.5929 -0.5894 0.1725 -0.01 0.07 0.27
H -1.0224 -1.2976 0.2326 -0.36 0.56 0.06
C -0.4183 1.0634 -2.9710 0.36 -0.10 -0.12
N 0.2312 0.4518 -4.1899 -0.67 0.32 0.30
O 0.4843 1.2469 -5.0982 -0.07 -1.66 0.93
O 0.4476 -0.7517 -4.1363 0.13 0.85 -0.92
H -0.6638 0.3426 -2.1910 0.42 -0.33 -0.37
H -1.3596 1.5171 -3.2812 0.47 0.48 -0.10
H 0.3832 1.7290 -2.6506 -0.69 0.46 0.24
C -2.0533 -4.2457 0.1814 0.27 -0.66 0.39
C -2.1868 -5.4188 1.1727 0.47 0.72 0.11
O -3.5372 -5.9103 1.0915 -0.81 -1.19 1.10
C -4.2197 -6.3134 2.2242 -0.08 0.68 2.89
C -5.4380 -7.2592 1.9716 0.79 0.99 -1.19
O -3.9530 -5.9574 3.3848 -0.09 -0.72 -3.24
H -2.5147 -3.3180 0.5195 -0.03 -0.14 0.09
H -2.4714 -4.5248 -0.7858 -0.23 -0.06 0.06
H -0.9944 -4.0805 -0.0176 0.10 0.21 0.19
H -1.4553 -6.1933 0.9419 -0.46 -0.49 -0.71
H -1.8617 -5.2127 2.1925 -0.70 0.68 0.16
H -5.5036 -7.3469 0.8871 -0.05 -0.61 0.03
H -6.4094 -6.8700 2.2764 0.37 0.54 0.35
H -5.3376 -8.2159 2.4840 0.43 0.10 -0.19
C 0.4543 5.9823 -4.0119 -0.14 0.58 0.13
C -0.1726 4.6239 -3.9380 0.24 -0.21 -0.38
O -0.4632 4.1893 -2.6105 -0.79 0.45 2.18
C -1.3753 4.8473 -1.7993 -1.63 1.34 -1.26
C -1.4642 4.3793 -0.3417 1.11 -0.50 -1.41
O -2.1222 5.7424 -2.2065 1.77 -1.71 0.32
H 1.4137 6.0318 -3.4969 -0.25 0.02 0.44
H -0.2971 6.6714 -3.6264 0.46 0.39 0.09
H 0.6924 6.2655 -5.0372 -0.31 -0.14 -0.19
H -1.0767 4.6073 -4.5465 -0.03 -0.23 0.00
H 0.5607 3.8849 -4.2611 -0.46 -0.21 -0.22
H -2.4185 3.8946 -0.1359 -0.06 0.40 -0.18
H -1.3070 5.2696 0.2673 -0.14 -0.25 0.15
H -0.6900 3.6260 -0.1960 0.04 0.18 0.42
C 3.1307 4.1341 -5.2990 0.07 -0.28 -0.03
C 3.8942 4.7374 -4.0902 -0.88 -1.31 -1.93
O 3.3043 4.2842 -2.8702 -0.07 -0.50 0.96
C 3.4784 3.0294 -2.3330 1.01 0.09 -1.12
C 2.9011 2.8943 -0.9611 0.30 -0.35 0.28
O 4.1072 2.1135 -2.8419 -0.79 1.45 -0.07
H 3.1572 3.0447 -5.2753 -0.14 -0.03 0.24
H 3.5533 4.3834 -6.2723 0.42 0.35 0.16
H 2.0961 4.4717 -5.3602 0.14 -0.07 0.25
H 4.9325 4.4243 -4.1997 0.09 0.28 0.48
H 3.7350 5.8123 -4.1750 0.43 -0.02 0.69
H 3.5712 2.1576 -0.5181 -0.16 0.06 0.36
H 1.9158 2.4281 -0.9645 -0.11 0.23 -0.10
H 2.9020 3.8086 -0.3676 -0.14 -0.02 -0.27
C -3.5328 3.4684 2.7909 0.69 0.08 -0.28
C -2.8757 4.6450 3.5740 0.96 -2.25 0.78
O -3.1466 5.8358 2.9586 -1.25 3.73 -0.70
C -2.6335 7.0703 3.4021 -0.19 -1.59 -0.94
C -2.8391 8.1811 2.4557 -1.31 0.26 -1.07
O -1.9403 7.2402 4.3466 0.46 -0.88 1.60
H -3.3196 2.4711 3.1757 0.38 0.25 0.59
H -3.1291 3.4000 1.7808 -0.11 0.31 -0.05
H -4.6203 3.4792 2.7178 -0.01 0.65 0.14
H -3.1471 4.5493 4.6253 -0.49 0.60 0.13
H -1.7860 4.6453 3.6016 0.28 -1.06 -0.07
H -3.1758 9.0916 2.9513 0.42 -0.11 0.31
H -3.6222 7.9693 1.7277 0.31 -0.18 -0.25
H -1.8736 8.3414 1.9757 -0.16 0.17 -0.13
C 0.5381 -4.1137 -2.7913 0.73 0.20 -1.42
C 1.1588 -2.9521 -2.0362 -0.74 -0.72 0.77
O 2.4577 -2.6106 -2.4910 1.07 1.07 0.34
C 3.2473 -1.8133 -1.6739 0.17 -1.04 1.71
C 4.5992 -1.5199 -2.2654 0.16 -0.38 -0.92
O 2.9967 -1.5348 -0.5071 -0.66 -0.23 -1.83
H -0.5482 -4.0849 -2.7062 0.15 -0.26 0.46
H 0.9904 -5.0693 -2.5261 -0.34 -0.03 0.36
H 0.7337 -4.0379 -3.8609 0.01 0.27 -0.20
H 0.4948 -2.0905 -2.1062 0.18 0.05 0.25
H 1.2209 -3.3635 -1.0288 0.10 0.80 0.47
H 4.6917 -0.4874 -2.6023 -0.30 0.01 -0.13
H 4.7712 -2.2118 -3.0899 -0.07 0.29 -0.26
H 5.4362 -1.6792 -1.5855 -0.50 -0.03 0.51
C 5.6550 -3.9635 5.0840 -1.66 1.30 -0.23
C 4.2214 -3.4198 5.4642 0.79 -0.22 -0.41
O 3.4128 -3.2100 4.2633 0.11 -0.38 1.02
C 2.8111 -4.2258 3.6303 0.51 -1.76 -0.72
C 2.0670 -3.7687 2.4285 -0.62 0.40 -0.01
O 2.8628 -5.4177 3.8815 0.48 1.28 0.89
H 5.5981 -4.7757 4.3594 -0.18 -0.37 0.56
H 6.2084 -4.1903 5.9953 0.10 -0.11 -0.28
H 6.1050 -3.1537 4.5097 0.44 0.07 0.30
H 3.7509 -3.9806 6.2719 -0.41 -0.71 -0.66
H 4.2321 -2.4196 5.8973 0.55 0.13 -0.28
H 1.7071 -2.7616 2.6390 -0.21 -0.09 -0.44
H 1.2663 -4.4975 2.3029 -0.19 0.35 -0.05
H 2.6463 -3.7772 1.5052 0.35 0.12 0.24
```
Positions in Å, forces in eV/Å.

Computed properties:
Molar mass (g mol⁻¹): 772.80
SMILES string: C[N+](=O)[O-].C[N+](=O)[O-].C[N+](=O)[O-].C[N+](=O)[O-].CCOC(C)=O.CCOC(C)=O.CCOC(C)=O.CCOC(C)=O.CCOC(C)=O.CCOC(C)=O
ΔE to the lowest compared entry with this formula, charge and spin (kcal/mol): 56.72
Spin multiplicity: 1
HOMO energy (eV): -10.006


5.
The following is a DFT calculation (ωB97M-V with the def2-TZVPD basis set) of a structure of composition C3H8BrO7SV2.

```
22
Properties=species:S:1:pos:R:3:forces:R:3
O 2.4407 1.3625 2.5728 -0.98 1.25 -0.04
V 1.0780 1.8896 2.0071 0.30 -2.09 0.27
O 0.6899 3.2935 2.6098 0.63 -1.03 -0.51
O -0.6495 -3.2208 4.7793 -1.27 0.45 -0.34
V -1.7781 -2.1352 4.7181 1.98 1.33 -0.54
O -2.7742 -2.4142 3.5770 -0.07 -0.83 -0.05
Br -0.5466 -0.1052 3.1065 -0.26 -0.18 0.48
O 2.4054 -1.4034 -0.9036 -0.66 0.84 0.15
S 1.1947 -0.6631 -0.7605 -0.32 -0.46 -1.88
O 1.1524 0.4632 0.1715 -0.44 0.79 0.59
O 0.8035 -0.0829 -2.2347 1.04 -1.01 1.92
C -0.4306 0.6361 -2.4182 0.01 1.05 -0.66
C -0.1099 2.1161 -2.6646 -0.27 -0.89 0.79
C -0.1672 -1.8065 -0.4282 0.31 0.88 0.04
H -1.0939 0.5223 -1.5590 -0.07 -0.18 -0.14
H -0.8439 0.2178 -3.3383 -0.26 -0.19 0.35
H 0.2505 2.5252 -1.7194 0.21 0.26 -0.21
H -1.0252 2.6427 -2.9325 0.12 0.04 -0.20
H 0.6502 2.1631 -3.4371 -0.02 0.33 -0.06
H -0.8777 -1.6609 -1.2349 -0.08 -0.22 -0.03
H -0.6256 -1.5363 0.5198 0.08 -0.12 0.06
H 0.2574 -2.8037 -0.4310 0.02 -0.02 0.01
```
Positions in Å, forces in eV/Å.

Computed properties:
Molar mass (g mol⁻¹): 369.95
ΔE to the lowest compared entry with this formula, charge and spin (kcal/mol): 0.00
Spin multiplicity: 1
Total charge: +1
HOMO energy (eV): -14.394


6.
The following is a DFT calculation (ωB97M-V with the def2-TZVPD basis set) of the molecule C4H5NO2.

```
12
Properties=species:S:1:pos:R:3:forces:R:3
O 1.5802 0.2981 1.7819 0.65 0.27 -0.27
C 1.9336 0.3266 0.6304 -0.16 0.23 0.43
C 1.2947 -0.7023 -0.3116 -0.67 -0.10 -0.01
O 1.9277 -1.5194 -0.9398 -0.86 0.36 0.58
N -0.0715 -0.4968 -0.1012 0.34 -0.12 -0.30
C -1.4920 -0.6636 -0.1406 -0.12 -0.27 -0.18
C -0.8552 0.6686 -0.3958 -0.02 0.27 -0.05
H 2.6387 1.0818 0.2480 0.24 -0.21 -0.04
H -1.9780 -0.7520 0.8377 0.35 -0.25 -0.26
H -1.9856 -1.2103 -0.9396 0.19 0.09 -0.08
H -0.8211 0.9998 -1.4342 -0.01 0.00 0.15
H -0.9504 1.4729 0.3361 0.06 -0.27 0.02
```
Positions in Å, forces in eV/Å.

Computed properties:
Molar mass (g mol⁻¹): 99.09
SMILES string: O=CC(=O)N1CC1
ΔE to the lowest compared entry with this formula, charge and spin (kcal/mol): 70.58
Spin multiplicity: 1
HOMO energy (eV): -9.698


| no. | largest force on an atom (eV Å⁻¹) | gap between HOMO and LUMO (eV) | lowest unoccupied orbital energy (eV) |
| --- | --- | --- | --- |
| 1 | 1.176 | 9.75 | 0.83 |
| 2 | 1.433 | 10.26 | -3.47 |
| 3 | 0.567 | 9.31 | 0.78 |
| 4 | 3.990 | 9.28 | -0.73 |
| 5 | 2.445 | 7.81 | -6.58 |
| 6 | 1.098 | 9.95 | 0.25 |